ORCA calculation (ωB97M-V/def2-TZVPD) on a single C2H3OPS molecule at a distorted geometry.

Each atom is followed by the atoms it is bonded to, with distances in Å.
Atoms and positions in Å:
1 C 0.468 -0.578 0.742  C2 1.437, O5 1.324, H6 1.052
2 C 0.356 0.855 0.724  C1 1.437, S3 1.829, H7 1.034
3 S -0.994 1.468 -0.348  C2 1.829, P4 2.141
4 P -1.296 -0.473 -1.198  S3 2.141, O5 1.692, H8 1.533
5 O -0.244 -1.266 -0.137  C1 1.324, P4 1.692
6 H 1.399 -0.891 1.118  C1 1.052
7 H 0.682 1.431 1.517  C2 1.034
8 H -0.370 -0.547 -2.418  P4 1.533

Properties
* electronic energy: -24292.6401 eV
* HOMO: -0.29295 Ha
* frontier orbital gap: 8.53 eV
* energy above the lowest of the compared OMol25 structures with the same formula, charge and spin: 0.695 eV
* LUMO energy: 0.56 eV
* SMILES: C1=CSPO1

ORCA calculation (ωB97M-V/def2-TZVPD) on 2 unconnected molecules or ions with the total composition C2H3OS2 at a distorted geometry.

Each atom is followed by the atoms it is bonded to, with distances in Å.
Atoms and positions in Å:
1 C -1.930 -0.925 -3.174  O3 1.184, S4 1.543
2 C 0.117 -0.138 -0.286  S5 1.848, H6 1.059, H7 1.016, H8 1.125
3 O -2.537 -1.769 -2.609  C1 1.184
4 S -1.301 0.212 -4.005  C1 1.543
5 S 0.712 -1.444 -1.450  C2 1.848
6 H -0.359 -0.665 0.501  C2 1.059
7 H -0.491 0.492 -0.801  C2 1.016
8 H 0.902 0.542 0.147  C2 1.125

Properties
* electronic energy: -25841.3245 eV
* HOMO: -0.08007 Ha
* frontier orbital gap: 5.35 eV
* energy above the lowest of the compared OMol25 structures with the same formula, charge and spin: 1.162 eV
* charge: -1
* LUMO energy: 3.17 eV

ORCA calculation (ωB97M-V/def2-TZVPD) on 2 unconnected molecules or ions with the total composition C2H3P at a distorted geometry.

Each atom is followed by the atoms it is bonded to, with distances in Å.
Atoms and positions in Å:
1 C -0.809 -0.497 -0.169  C2 1.382, P3 1.676
2 C -0.605 0.838 0.124  C1 1.382, P3 2.087, H5 1.206, H6 1.185
3 P -2.439 -0.152 0.013  C1 1.676, C2 2.087
4 H 0.603 -2.639 0.855  no bonds
5 H -0.287 1.165 1.240  C2 1.206
6 H -0.381 1.567 -0.783  C2 1.185

Properties
* electronic energy: -11403.7628 eV
* HOMO (alpha / beta): -0.33498 / -0.30213 Ha
* frontier orbital gap (alpha / beta): 8.07 / 8.03 eV
* energy above the lowest of the compared OMol25 structures with the same formula, charge and spin: 4.975 eV
* LUMO energy (alpha / beta): -1.04 / -0.19 eV

Among the records above, which one has the lowest energy above the lowest of the compared OMol25 structures with the same formula, charge and spin? C2H3OPS

Among the records above, which one has the highest energy above the lowest of the compared OMol25 structures with the same formula, charge and spin? C2H3P